DFT (ωB97M-V with the def2-TZVPD basis set) results for 2 unconnected molecules or ions with the total composition C19H37N3O6.

As for the charge: 0. Its max |F| is 0.0359 hartree/bohr. The value obtained for the HOMO energy is -9.45 eV. The SMILES is CCCCCC(=O)N[C@@H](CCO)C(=O)O.CNC(=O)[C@H](CC(C)C)NC(C)=O. The HOMO-LUMO gap is 9.92 eV. As for the multiplicity: 1. The value obtained for the energy relative to the best compared isomer or geometry (same formula, charge and spin) is 0.284 eV.

Geometry as XYZ:
```
65
Properties=species:S:1:pos:R:3:forces:R:3:lowdin_charge:R:1
H 2.602544 6.385538 -3.179256 -0.193 -0.047 0.066 0.116
C 0.049083 -3.674140 -0.448820 0.185 0.031 0.579 -0.072
H 1.330164 -1.439661 5.459339 -0.007 -0.160 -0.093 0.087
C -0.920328 -4.158858 2.514539 0.387 -0.125 0.166 -0.195
C -0.468064 3.155395 -2.538202 -0.321 0.631 0.386 -0.115
H -2.959691 -5.541146 4.871329 0.025 0.054 -0.146 0.143
H -0.853209 -4.032256 -0.945815 -0.037 0.057 -0.050 0.091
H 0.235728 -6.356874 -0.908918 0.032 -0.079 -0.051 0.085
C -2.279942 -0.675224 -1.109652 -0.255 0.184 -0.020 -0.118
C 1.900256 7.156193 -2.851640 -0.237 0.040 -0.224 -0.134
H 1.507801 -6.696291 0.288259 0.019 -0.182 -0.116 0.075
C 0.193904 -2.655394 4.133994 -0.394 1.526 0.959 -0.567
N -0.133651 5.642002 -2.799472 -0.437 -0.375 0.007 0.104
C 0.391658 4.363089 -2.886141 0.742 0.170 -0.554 -0.471
O 0.726255 7.919974 -5.491805 -0.198 -1.318 0.254 0.090
O -3.268224 -4.480618 2.830551 0.445 0.142 -0.329 0.048
H -0.153428 -6.216647 4.484073 0.013 -0.012 0.127 0.073
H -0.402513 3.024213 -0.376634 0.029 -0.039 -0.032 0.116
C 0.467187 6.866251 -4.934432 0.215 1.446 -0.256 -0.441
O 1.541201 4.169842 -3.247172 -0.096 0.283 0.114 0.060
H 0.232061 5.974952 -6.549601 -0.047 0.007 -0.045 0.130
H -1.127121 5.680846 -2.591509 0.406 0.130 -0.148 0.140
C 1.441459 -2.394004 4.944849 -0.019 0.032 -0.160 0.002
H -0.064689 0.591450 -0.215503 -0.017 -0.053 -0.064 0.111
H 1.835464 -5.595953 -1.060443 -0.016 -0.113 -0.067 0.078
H -1.162613 -6.563971 5.897483 -0.045 0.072 -0.152 0.087
H -0.417742 -4.964786 5.728975 0.165 -0.139 0.068 0.072
H 1.629720 6.335377 -0.864794 -0.100 0.080 -0.021 0.113
C -0.409464 1.004770 -1.168823 -0.400 0.526 0.044 -0.227
H 3.888293 6.903656 -1.234907 -0.586 0.287 0.106 0.095
C 0.599782 -4.749777 0.489556 -0.372 -0.208 -0.339 -0.433
O 0.133180 5.742359 -5.614548 0.241 0.572 0.884 0.121
H -1.515816 3.453989 -2.448527 -0.048 -0.124 -0.016 0.108
H 1.255215 8.064300 -0.996354 0.371 0.039 0.116 0.125
H -1.279316 -3.294017 1.955521 -0.193 -0.032 0.191 0.141
O 3.272439 7.594819 -0.933920 0.027 0.110 0.187 -0.074
C -0.451089 -5.230150 1.508959 0.145 0.430 0.048 -0.120
H 1.566018 -3.188232 5.678414 0.187 -0.058 0.057 0.075
H -0.183694 -2.772341 0.115797 -0.134 0.132 -0.154 0.060
H 0.094810 0.452954 -1.968899 0.012 -0.002 0.028 0.116
C 0.478888 6.857585 -3.385132 0.011 -1.256 -0.116 -0.189
C -1.924743 0.799505 -1.288541 0.390 -0.439 0.097 -0.274
H -0.042908 -6.073956 2.066454 0.031 -0.209 0.063 0.112
C 0.002096 2.481701 -1.237313 0.221 -0.286 -0.140 -0.196
H -1.985139 -1.021105 -0.113864 -0.056 -0.032 -0.125 0.064
H 2.245753 8.103401 -3.278862 -0.212 -0.097 0.001 0.128
C 1.939004 7.277027 -1.331361 0.489 -0.609 -0.480 -0.253
H -1.771374 -1.287992 -1.860649 -0.053 0.007 0.102 0.071
H 1.063127 -4.268123 3.305952 -0.002 -0.071 -0.022 0.137
C -0.875091 -5.791421 5.182690 -0.252 0.429 -0.253 -0.061
H 2.304179 -2.355103 4.282371 0.211 -0.066 0.110 0.080
H -2.439552 1.391266 -0.525093 0.017 0.061 -0.070 0.113
H -1.322112 -5.591451 0.958849 -0.077 -0.005 0.087 0.134
H 1.463893 -4.347557 1.018939 0.101 0.101 0.088 0.124
N -2.061674 -5.319581 4.468782 0.821 -0.728 0.950 0.043
H 0.798175 -3.418168 -1.197823 -0.056 0.035 -0.070 0.081
O -0.771910 -1.914862 4.240746 -0.124 -0.357 -0.264 0.064
H -2.277977 1.131820 -2.269090 0.017 0.088 0.072 0.100
H 1.095185 2.528224 -1.171173 -0.147 0.146 -0.091 0.113
H -0.148756 7.704953 -3.091925 -0.058 -0.195 -0.115 0.158
C 1.074049 -5.931475 -0.356019 0.082 0.160 0.406 -0.082
H -3.359704 -0.816512 -1.219100 0.144 -0.146 0.048 0.072
H -0.393123 2.449696 -3.371393 0.120 0.195 0.027 0.130
N 0.219243 -3.722210 3.335452 -0.309 -1.230 -0.920 0.094
C -2.153157 -4.667289 3.301250 -0.802 0.590 -0.733 -0.460
```
Positions in Å, forces in eV/Å.

***

DFT (ωB97M-V with the def2-TZVPD basis set) results for 5 unconnected molecules or ions with the total composition C19H37N4O10PS2.

As for the charge: 0. Its max |F| is 0.0376 hartree/bohr. The value obtained for the HOMO energy is -8.80 eV. The SMILES is O=C1OC(=O)C([PH2]=S)=C1CCCS(=O)(=O)O.CNC(C)=O.CNC(C)=O.CNC(C)=O.CNC(C)=O. The HOMO-LUMO gap is 8.08 eV. As for the multiplicity: 1.

Geometry as XYZ:
```
73
Properties=species:S:1:pos:R:3:forces:R:3:lowdin_charge:R:1
H -1.736036 -7.154031 -4.626846 -0.057 -0.114 0.050 0.084
H -0.554274 -6.587161 -1.472014 -0.097 -0.058 0.035 0.088
H -1.449607 -4.687220 -4.503882 -0.029 0.002 -0.032 0.140
C 2.211673 2.736361 2.849726 -0.503 -0.523 0.174 -0.245
O 3.151827 0.648938 3.053511 -0.811 -1.353 1.116 0.128
H 1.122101 1.927129 -3.171704 0.035 0.018 0.003 0.063
O -1.391332 1.466532 4.054996 0.304 0.647 0.471 -0.278
N 0.915237 -1.369278 -2.750579 0.261 0.648 -0.015 0.022
O 0.083044 0.365330 -1.595691 -0.038 -0.024 0.034 0.008
H 0.746963 -2.030691 4.006763 0.012 -0.021 -0.019 0.056
H 2.098953 -1.268498 -4.483629 0.009 0.056 0.045 0.071
C 2.801998 1.751121 3.840081 0.251 1.436 0.644 -0.412
H -0.923401 2.375759 -2.369653 -0.001 0.004 0.019 0.047
H 2.461686 4.965657 1.656494 -0.566 -0.308 -0.162 -0.007
H -3.181266 6.261258 -3.907737 -0.075 -0.059 -0.104 0.083
P 2.167694 4.537180 2.962870 1.503 0.628 0.803 0.374
N -1.364355 5.605626 -3.113523 -0.033 -0.209 -0.023 0.008
H 0.996254 -2.652357 -4.383984 0.055 -0.038 -0.074 0.068
O 1.229968 -5.638844 5.390212 0.012 -0.052 -0.039 0.022
H -2.269333 -7.110436 -2.940576 0.024 0.024 0.043 0.072
H 0.509038 -3.658592 6.516559 -0.006 0.012 0.031 0.137
O 1.556230 -0.479594 1.829278 0.823 0.905 0.334 0.189
C -2.239957 -6.552689 -3.869051 0.069 0.301 -0.298 -0.069
C 1.736473 1.977297 1.858780 0.113 0.369 -0.548 -0.129
H -0.992042 6.466010 -2.744842 0.001 0.037 -0.011 0.138
C -0.966167 -4.794432 -2.581421 0.032 0.078 0.085 -0.516
C 1.115046 -4.551797 4.847151 -0.008 -0.045 0.083 -0.558
S -2.185535 1.938250 2.963630 0.424 -1.130 -0.047 0.576
C -1.048448 -5.626355 -1.325837 0.046 0.076 -0.002 0.001
H -3.261846 -6.361010 -4.198702 -0.040 -0.123 0.046 0.085
H -2.472567 3.085734 -2.842567 -0.020 -0.022 -0.153 0.093
O -0.092440 4.599200 -1.566764 -0.001 -0.026 0.083 0.023
H 0.851544 4.971071 3.208541 -0.073 -0.292 -0.251 -0.021
S 3.484793 5.279155 4.184645 -0.283 -0.124 -0.017 0.135
N 0.699294 -3.465193 5.546977 0.062 -0.002 -0.276 0.007
H -0.445464 1.015643 1.349407 -0.192 -0.429 -0.180 0.096
C -1.147469 2.947853 1.892743 -1.108 -0.546 -0.132 -0.200
C -0.486332 1.997987 0.898580 0.899 0.058 0.372 -0.183
O -2.827099 0.934139 2.189581 -0.592 0.239 -0.502 -0.254
C 1.423687 -4.349333 3.381149 0.017 -0.078 0.018 -0.011
C 1.366918 0.925955 -3.511440 0.030 -0.013 -0.035 -0.005
C -0.892558 4.497341 -2.487373 0.018 -0.005 0.035 -0.538
H -2.088898 -5.788374 -1.043876 0.014 -0.113 0.006 0.089
C -2.309265 5.680859 -4.213106 0.199 0.325 0.201 -0.074
H -2.996276 3.600452 4.019150 0.034 0.060 0.274 0.095
C 1.002364 2.388354 0.643093 -1.154 -0.133 0.471 -0.104
H 0.463108 -1.957089 -2.068583 -0.095 -0.227 -0.123 0.109
C 1.661160 -2.004320 -3.816486 -0.149 -0.107 0.241 -0.077
O -3.358823 2.880679 3.488457 0.200 0.195 -0.281 -0.144
H -1.125234 3.003544 -4.013624 -0.151 -0.027 -0.034 0.088
O -0.406149 -3.705194 -2.602871 -0.147 -0.327 0.011 0.019
N -1.538298 -5.291721 -3.702988 0.013 -0.105 0.165 0.015
H 0.967516 0.782265 -4.516395 0.127 0.006 -0.058 0.087
H -1.053530 1.911836 -0.011752 -0.042 0.046 -0.279 0.100
C 0.740505 -0.053085 -2.547093 -0.021 0.036 0.098 -0.525
H 0.536459 -4.005932 2.847948 0.069 0.118 -0.043 0.082
H 1.740845 -5.298225 2.960149 -0.003 -0.055 0.080 0.078
H 1.153225 -1.429072 5.621796 -0.019 0.117 -0.122 0.086
H -0.529862 -1.810177 5.213342 0.021 0.134 -0.114 0.086
H 1.078564 3.456325 0.480292 0.107 0.193 -0.197 0.089
H 2.226983 -3.622724 3.255928 -0.086 0.082 -0.086 0.083
H 2.458219 -2.615118 -3.390157 0.051 -0.015 -0.119 0.088
C -1.390949 3.155095 -2.966386 0.059 0.056 0.160 -0.006
O 2.895940 1.814502 5.025709 0.288 -0.305 -1.131 0.173
H -0.548534 -5.095563 -0.522211 0.018 0.065 -0.036 0.082
H -1.825750 3.626366 1.391247 0.056 0.396 -0.078 0.109
C 0.508365 -2.108581 5.061555 -0.070 -0.135 0.432 -0.066
H 2.451822 0.819511 -3.530275 0.001 -0.042 -0.125 0.086
H 1.338750 1.855042 -0.232443 0.121 -0.192 -0.239 0.112
C 2.069523 0.539757 2.188947 0.026 -0.125 -0.878 -0.352
H -0.448571 3.460745 2.529553 0.135 0.239 0.246 0.050
H -2.634584 4.693170 -4.518188 0.022 -0.043 0.033 0.071
H -1.841551 6.177635 -5.064626 -0.096 -0.056 -0.084 0.083
```
Positions in Å, forces in eV/Å.

***

DFT (ωB97M-V with the def2-TZVPD basis set) results for 2 unconnected molecules or ions with the total composition C19H38BN2O9.

As for the charge: +1. Its max |F| is 0.0147 hartree/bohr. The value obtained for the HOMO energy is -10.51 eV. The HOMO-LUMO gap is 7.79 eV. As for the multiplicity: 1.

Geometry as XYZ:
```
69
Properties=species:S:1:pos:R:3:forces:R:3:lowdin_charge:R:1
C 3.756844 -3.001937 -0.238208 -0.128 -0.098 0.035 -0.207
O -2.389928 -1.215083 -2.698092 0.104 -0.075 -0.085 0.139
H -5.427281 4.752142 -1.355381 -0.110 -0.093 -0.427 0.146
H -5.700636 -1.787163 2.569800 0.031 0.004 -0.048 0.083
C -5.019115 -0.936747 2.581716 -0.054 -0.023 0.009 -0.080
C 5.014752 -3.902966 1.576455 -0.051 -0.055 0.020 -0.108
H 8.293950 -2.509988 -1.970709 0.023 0.067 -0.056 0.129
H -5.891287 0.274853 1.041355 -0.153 -0.011 0.046 0.096
B -4.306715 3.208292 -0.934461 0.083 -0.208 -0.271 -0.678
O -2.760029 -1.649819 -0.529804 -0.235 -0.279 0.225 0.143
C -5.023961 1.638692 2.541770 -0.012 -0.112 -0.151 -0.099
H -2.342217 3.161020 -1.224956 0.013 -0.051 -0.098 0.108
O -5.487666 3.817061 -1.125756 0.042 0.135 0.515 0.252
C 4.211746 -2.169593 -1.419475 -0.112 0.048 -0.115 -0.190
H -0.403193 4.399439 0.464662 0.052 -0.026 -0.008 0.078
H -5.258104 1.514497 -0.190946 -0.094 0.046 0.304 0.182
H -1.752564 1.071225 -1.502885 -0.001 -0.088 -0.074 0.121
C -2.630042 -0.876581 -1.428913 0.037 0.312 -0.149 -0.517
O -3.167602 3.535795 -1.562766 0.134 0.216 0.412 0.254
C 7.235855 -2.342648 -2.211268 0.180 -0.056 -0.043 -0.201
H -3.369689 0.975859 -2.116971 -0.078 0.039 0.083 0.143
H 6.010310 -4.321658 1.716645 -0.017 -0.038 -0.003 0.090
C 0.905226 0.644063 -0.534489 0.350 -0.087 0.463 0.041
O 0.354372 2.040778 2.597433 0.066 -0.039 -0.024 0.176
C -2.970102 2.882975 1.643699 0.277 0.061 0.223 -0.066
C -4.448978 2.590152 1.455694 -0.075 -0.068 0.515 -0.197
O 4.740162 -3.915175 0.192869 0.159 0.110 -0.072 -0.188
C -2.732555 0.635028 -1.298359 0.053 0.130 -0.035 -0.017
N -4.401786 2.014257 0.059059 0.130 0.206 -0.717 0.110
H -3.664474 0.112283 0.493339 -0.067 0.090 0.073 0.120
C 6.394847 -3.701738 -3.984677 0.092 -0.049 -0.021 -0.113
H -4.213371 1.377321 3.224975 -0.016 0.033 -0.022 0.116
C -3.248851 1.030358 0.081284 -0.103 -0.531 0.298 -0.135
H -2.642760 3.732095 1.036943 -0.160 -0.004 -0.048 0.118
C -2.284894 1.592201 1.169596 0.119 0.440 0.027 -0.197
C -5.742941 0.334347 2.125745 0.146 -0.054 -0.009 -0.219
H -4.171130 -1.198188 1.944513 0.035 0.043 0.083 0.064
H 6.075163 -2.752829 -4.428639 -0.013 -0.003 0.004 0.086
N -0.919817 1.838627 0.669054 -0.287 -0.247 -0.126 0.028
O -0.586658 -0.432261 0.992442 -0.280 -0.330 -0.163 0.163
C -0.230605 0.562720 0.441761 0.206 0.419 0.138 -0.467
H 3.364935 -1.526318 -1.684082 -0.009 -0.039 -0.046 0.114
H 4.296599 -4.512948 2.134357 -0.023 0.035 0.013 0.088
H 6.629588 -2.479677 -0.148057 -0.067 -0.088 -0.095 0.115
H -2.257554 0.887487 2.002855 0.082 -0.114 -0.118 0.159
C -0.011392 4.084978 1.427714 -0.078 -0.045 0.177 0.017
H 1.664123 -0.073603 -0.225150 -0.014 -0.031 -0.103 0.090
H 5.591240 -4.428530 -4.101907 0.033 -0.035 0.006 0.087
O 5.266494 -1.264986 -1.158771 -0.039 0.108 0.046 -0.122
H 2.866802 -3.562187 -0.557263 -0.055 0.061 0.048 0.127
H -2.731117 3.139452 2.675711 -0.080 -0.117 0.026 0.147
C -0.143984 2.604173 1.671198 0.007 0.247 -0.296 -0.441
H 7.189583 -1.609184 -3.024173 -0.058 -0.008 0.001 0.124
C 6.582088 -1.768668 -0.974442 0.083 0.032 0.055 -0.178
H 7.168885 -0.891142 -0.692586 -0.005 -0.017 0.042 0.129
H 7.274393 -4.064758 -4.526166 0.011 0.046 -0.019 0.089
H 3.456556 -2.337938 0.581577 0.066 0.007 0.014 0.118
H -4.656183 -0.825735 3.604834 -0.021 -0.018 -0.019 0.085
H 1.349853 1.638560 -0.552996 -0.092 0.014 -0.167 0.094
H 4.417060 -2.799018 -2.287540 0.124 -0.092 0.120 0.115
H 0.559222 0.361700 -1.530708 -0.018 0.121 -0.009 0.097
O 6.652785 -3.568430 -2.605634 -0.250 0.076 0.074 -0.192
H -0.526101 4.617741 2.230260 0.012 0.012 -0.026 0.098
H -5.049011 3.497396 1.457900 -0.010 -0.013 -0.367 0.157
H -2.336883 -2.183510 -2.744513 0.033 0.013 -0.021 0.147
H 5.003675 -2.884882 1.979431 0.019 0.002 -0.006 0.088
H -5.725030 2.245888 3.112472 0.079 0.007 0.075 0.123
H 1.042961 4.346165 1.517300 -0.005 0.003 -0.066 0.103
H -6.743862 0.336271 2.554325 -0.012 0.057 -0.046 0.113
```
Positions in Å, forces in eV/Å.